Entry 1:
Computed, not measured: a molecular structure, C26H21ClF9MnN3O3S, with ωB97M-V/def2-TZVPD.

Geometry (Å):
Mn: 0.16300 0.00532 -0.57084
Cl: 4.01566 -3.31866 4.77974
C: 3.35977 -2.48763 3.36369
C: 4.22404 -2.03161 2.37701
C: 3.69829 -1.36456 1.28126
C: 2.31901 -1.12371 1.12980
O: 1.91203 -0.41800 0.11590
C: 1.44353 -1.64901 2.13359
C: 0.01479 -1.54016 2.04992
N: -0.65846 -1.07293 1.00527
C: -2.01983 -1.10182 0.96888
C: -2.87097 -1.72924 1.90552
C: -4.25547 -1.70535 1.73699
C: -4.85422 -1.07696 0.66204
C: -4.03840 -0.43028 -0.30818
C: -4.54434 0.22209 -1.44271
C: -3.68165 0.82402 -2.33181
C: -2.31191 0.79245 -2.08596
N: -1.80402 0.19284 -1.02549
C: -2.62560 -0.43359 -0.14731
C: 1.99924 -2.30656 3.24703
H: 5.29091 -2.19776 2.47090
H: 4.34958 -0.99483 0.49762
H: -0.53183 -1.88885 2.92007
H: -2.45268 -2.26312 2.74586
H: -4.87933 -2.20944 2.46783
H: -5.93198 -1.07522 0.53881
H: -5.61705 0.23237 -1.60868
H: -4.04678 1.32607 -3.21920
H: -1.58102 1.26078 -2.73471
H: 1.33498 -2.68758 4.01476
O: -0.56778 1.78611 1.05507
C: -0.27950 2.87204 1.44665
C: -0.82327 4.13546 0.82840
C: 0.32933 5.11506 0.52553
C: 1.60673 4.43047 -0.01319
C: 2.59081 3.92415 1.05596
C: 2.07573 2.72970 1.86015
N: 0.73003 3.04022 2.40316
H: -1.56820 4.59518 1.48509
H: -1.32169 3.82644 -0.08983
H: 0.57105 5.70192 1.42100
H: -0.03458 5.83082 -0.21502
H: 2.14060 5.13968 -0.65290
H: 1.32112 3.58356 -0.65742
H: 2.82221 4.74402 1.75440
H: 3.52940 3.63786 0.56887
H: 2.75454 2.49657 2.68011
H: 1.99052 1.84411 1.22946
H: 0.72483 3.98506 2.76388
F: -0.33049 -4.91424 -3.86386
C: -0.45271 -4.16751 -2.73087
F: 0.09637 -4.89807 -1.73460
F: -1.76203 -4.07937 -2.46236
C: 0.19443 -2.71975 -2.80643
O: -0.31842 -1.96461 -1.85770
C: -0.11020 -2.15384 -4.25743
F: 0.01404 -0.83604 -4.28668
F: -1.39377 -2.43690 -4.61855
F: 0.68517 -2.66167 -5.24059
C: 1.75532 -2.91521 -2.67821
F: 2.23904 -3.96805 -3.40573
F: 2.09810 -3.14745 -1.40645
F: 2.40940 -1.82475 -3.08976
S: 0.86458 1.51995 -1.94779

Values from the calculation:
highest occupied orbital energy (spin up / spin down) = 0.01117 / -0.04810 Eh
⟨S²⟩ = 8.93
relative energy (zero: lowest compared OMol25 entry of this formula, charge and spin) = 0.000 eV
spin multiplicity = 6
net charge = -2
largest force on an atom = 1.28 eV Å⁻¹
orbital gap (spin up / spin down) = 0.151 / 0.210 Ha

=====

Entry 2:
Computed, not measured: 3 unconnected molecules or ions with the total composition C26H21ClINO3, with ωB97M-V/def2-TZVPD.

Geometry (Å):
N: -0.91457 -1.35726 2.26914
C: -0.06568 -2.00135 3.05910
C: 1.00139 -3.10011 2.50077
C: 1.85412 -2.51375 1.27960
C: 2.33666 -1.02369 1.41090
C: 3.13081 -0.38530 0.24595
C: 3.41799 -1.30093 -1.00801
C: 2.95120 -2.76744 -1.14535
C: 2.13927 -3.39993 0.01613
Cl: 1.56778 -5.11159 -0.19506
C: 4.22636 -0.56324 -2.19689
O: 5.07982 -1.13382 -2.91295
C: 3.87319 1.01091 -2.35573
C: 3.81912 1.53581 -3.88739
C: 2.75469 0.54681 -4.62471
O: 3.10842 -0.54336 -5.15255
I: 0.60391 1.04776 -4.69352
C: 3.59665 1.84971 -1.23023
C: 3.64778 1.14651 0.22611
O: 4.05037 1.74435 1.26178
H: -0.72776 -1.68190 1.29793
H: -0.14261 -1.76837 4.18767
H: 1.63892 -3.39204 3.40788
H: 0.35554 -4.01129 2.19660
H: 2.12441 -0.36531 2.32396
H: 3.20628 -3.29944 -2.13668
H: 4.85001 1.40684 -4.39629
H: 3.42107 2.60250 -3.94891
H: 3.31631 2.96007 -1.36843
C: -3.21757 -2.86222 4.45049
C: -3.78143 -4.10517 4.72216
C: -4.03247 -4.48383 6.03767
C: -3.72837 -3.61479 7.08156
C: -3.16794 -2.37030 6.80956
C: -2.90846 -1.99544 5.49464
H: -3.01883 -2.56854 3.42548
H: -4.02479 -4.77994 3.90774
H: -4.46591 -5.45555 6.24962
H: -3.92849 -3.90783 8.10687
H: -2.93244 -1.69213 7.62356
H: -2.46654 -1.02729 5.28298
C: -1.18269 4.56588 -4.72864
C: -2.32134 3.83982 -4.39358
C: -3.51655 4.50122 -4.12895
C: -3.57547 5.88949 -4.20902
C: -2.43769 6.61546 -4.54773
C: -1.24020 5.95452 -4.80339
H: -0.24986 4.04969 -4.93164
H: -2.27718 2.75659 -4.33773
H: -4.40244 3.93520 -3.86125
H: -4.50851 6.40509 -4.00744
H: -2.48427 7.69782 -4.61169
H: -0.35204 6.52111 -5.06208

Values from the calculation:
highest occupied orbital energy = -0.34439 Eh
relative energy (zero: lowest compared OMol25 entry of this formula, charge and spin) = 6.934 eV
spin multiplicity = 1
net charge = 0
largest force on an atom = 6.08 eV Å⁻¹
orbital gap = 0.284 Ha

=====

Entry 3:
Computed, not measured: a molecular structure, C26H21ClIrN4O3, with ωB97M-V/def2-TZVPD.

Geometry (Å):
Ir: -0.23207 0.11126 0.60164
C: -2.13273 -2.91264 -1.72692
C: -1.68773 -1.96037 -0.67371
N: -0.78518 -1.05221 -0.85232
N: -0.11746 -0.93940 -2.03569
C: 0.68679 0.10280 -2.02564
O: 0.74846 0.90992 -1.01194
C: 1.52379 0.37632 -3.19991
C: 1.50000 -0.47749 -4.30304
C: 2.34506 -0.23955 -5.37197
C: 3.19884 0.85645 -5.35288
C: 3.21192 1.71762 -4.26405
C: 2.37389 1.48114 -3.18829
C: -2.26254 -1.93116 0.66721
C: -3.17610 -2.84371 1.16305
C: -3.71866 -2.63399 2.42090
C: -3.33396 -1.51919 3.15297
C: -2.38540 -0.66875 2.61906
N: -1.85896 -0.87711 1.40400
H: -1.61117 -2.71184 -2.65634
H: -3.20682 -2.80817 -1.89160
H: -1.93778 -3.94472 -1.42612
H: 0.81869 -1.31646 -4.31601
H: 2.33351 -0.90321 -6.22574
H: 3.85176 1.04307 -6.19540
H: 3.87676 2.57072 -4.25630
H: 2.37080 2.14408 -2.33430
H: -3.45540 -3.70370 0.57067
H: -4.44615 -3.32773 2.82050
H: -3.75255 -1.31351 4.12762
H: -2.04065 0.20724 3.14937
Cl: 0.48418 7.37584 1.26803
C: -0.04491 5.78125 1.27344
C: -1.40891 5.48704 1.03985
C: -1.83621 4.19608 1.04946
C: -0.91484 3.11173 1.27289
O: -1.32610 1.92253 1.29894
C: 0.47681 3.43850 1.52388
C: 1.47317 2.40405 1.79943
O: 1.30651 1.18921 1.73137
C: 0.88386 4.74293 1.52291
H: -2.09860 6.29943 0.85387
H: -2.87371 3.93952 0.88154
H: 2.46904 2.76047 2.08918
H: 1.92174 4.99699 1.70553
C: 1.73432 -3.81626 2.44542
C: 1.60438 -3.73473 1.06994
C: 1.12589 -2.57041 0.50331
N: 0.77827 -1.50817 1.25515
C: 0.93401 -1.57664 2.59252
C: 1.40443 -2.71099 3.21511
H: 2.09607 -4.72299 2.91157
H: 1.87767 -4.56088 0.42917
H: 1.03997 -2.46808 -0.56774
H: 0.68195 -0.69148 3.15626
H: 1.51204 -2.72067 4.29015

Values from the calculation:
highest occupied orbital energy (spin up / spin down) = -0.49849 / -0.49847 Eh
⟨S²⟩ = 0.78
relative energy (zero: lowest compared OMol25 entry of this formula, charge and spin) = 0.000 eV
spin multiplicity = 2
net charge = +2
largest force on an atom = 1.70 eV Å⁻¹
orbital gap (spin up / spin down) = 0.250 / 0.174 Ha

=====

Entry 4:
Computed, not measured: C26H21ClN2O5 in the gas phase, with ωB97M-V/def2-TZVPD.

Geometry (Å):
C: -3.61751 -2.77267 -1.22117
C: -2.59768 -1.66328 -1.02437
O: -3.30223 -0.43417 -0.97123
C: -2.61654 0.71291 -0.70420
C: -1.23891 0.75449 -0.58299
C: -0.54052 1.94053 -0.32130
C: -1.27881 3.12170 -0.18294
C: -2.64752 3.09558 -0.29431
C: -3.34832 1.91417 -0.54952
O: -4.68923 2.08330 -0.62506
C: -5.58129 1.00639 -0.80094
C: -5.68086 0.07514 0.38036
C: -5.07380 0.35768 1.59558
C: -5.16384 -0.52442 2.65836
C: -5.87610 -1.70286 2.52431
C: -6.50665 -1.99530 1.32714
C: -6.40566 -1.10798 0.26967
Cl: -7.20481 -1.48627 -1.21831
H: -7.07306 -2.90592 1.20888
H: -5.94753 -2.39503 3.34912
H: -4.67720 -0.28769 3.59219
H: -4.52356 1.27955 1.71007
H: -6.55271 1.48980 -0.96223
H: -5.33206 0.43205 -1.69967
H: -3.23100 3.99631 -0.18532
H: -0.77140 4.05294 0.01569
C: 0.88445 2.00260 -0.19141
C: 1.82106 1.01982 -0.25160
C: 1.56784 -0.34273 -0.46264
N: 1.44608 -1.47634 -0.62724
C: 3.25130 1.43166 -0.06898
O: 3.55437 2.59121 0.12140
N: 4.13602 0.39561 -0.13713
C: 5.52465 0.42677 -0.00722
C: 6.20740 -0.78088 -0.10897
C: 7.59131 -0.81866 0.01185
C: 8.30593 0.35583 0.23597
C: 7.62214 1.55306 0.33589
C: 6.24390 1.60006 0.21701
H: 5.71964 2.53769 0.29653
H: 8.16640 2.46900 0.50941
H: 9.37920 0.31912 0.32874
C: 8.26294 -2.13144 -0.10437
O: 7.69500 -3.17807 -0.29697
O: 9.59720 -2.06280 0.02625
H: 9.97805 -2.95061 -0.05897
H: 5.67743 -1.70652 -0.28267
H: 3.75211 -0.52785 -0.30019
H: 1.29575 2.99104 -0.01227
H: -0.67549 -0.15337 -0.70174
H: -1.88522 -1.65114 -1.85980
H: -2.04381 -1.81997 -0.08992
H: -3.10344 -3.72403 -1.32019
H: -4.20201 -2.58907 -2.11861
H: -4.29142 -2.81692 -0.36997

Values from the calculation:
highest occupied orbital energy = -0.30691 Eh
relative energy (zero: lowest compared OMol25 entry of this formula, charge and spin) = 0.000 eV
spin multiplicity = 1
net charge = 0
largest force on an atom = 1.42 eV Å⁻¹
orbital gap = 0.279 Ha

=====

Molecular weight values (in u) by entry order: 716.91 557.82 665.15 476.92.